Record 1
136
Properties=species:S:1:pos:R:3:forces:R:3:mulliken_charge:R:1 method="wB97M-V/def2-TZVPD" multiplicity=1 homo_energy_ev=-8.9435 de_lowest_kj_mol=360.7 lumo_energy_ev=0.6 fmax_ha_per_bohr=0.066 smiles=COC[C@H](C)N.COC[C@H](C)N.COC[C@H](C)N.COC[C@H](C)N.COC[C@H](C)N.COC[C@H](C)N.COC[C@H](C)N.COC[C@H](C)N gap_ev=9.51
C 10.227102 11.656581 11.588039 -0.46 0.75 -0.70 -0.473
O 11.119876 12.084258 10.581063 -0.95 -1.38 -1.32 -0.486
C 11.815005 13.250820 10.818577 1.08 -0.53 2.47 -0.656
C 10.950327 14.478023 11.023979 0.23 -0.18 0.42 1.498
C 10.140361 14.655558 9.750636 -0.86 0.30 -0.26 -1.838
N 11.898637 15.583903 11.225549 -1.06 0.58 -3.02 0.096
H 10.054063 10.591603 11.476334 0.58 -0.27 0.29 0.423
H 9.198921 12.065842 11.474609 0.56 0.36 0.08 0.218
H 10.662091 11.991775 12.521997 -0.22 -0.46 0.75 0.030
H 12.408204 13.022784 11.787919 -0.36 0.85 -1.13 0.201
H 12.527273 13.410340 10.010134 -0.09 -0.03 -0.09 0.294
H 10.283912 14.293606 11.902361 0.31 0.38 -0.60 -0.386
H 9.710136 13.710877 9.396024 0.27 0.11 0.20 0.402
H 10.717899 15.078082 8.944429 0.83 -0.18 -0.33 0.469
H 9.310608 15.357484 9.782486 -0.23 0.09 0.76 0.320
H 11.534745 16.405692 10.726781 0.37 -0.38 0.53 0.230
H 12.215912 15.852932 12.108118 -0.09 0.08 2.00 -0.346
C 12.563140 16.040411 18.517441 0.35 0.02 0.23 -0.548
O 13.484395 15.261310 17.784902 0.09 -0.04 -0.59 -0.375
C 13.772473 15.794145 16.489816 0.84 -0.49 0.40 -1.088
C 12.919399 15.315992 15.326566 -2.51 1.77 0.28 2.016
C 13.163667 13.920321 14.958059 -1.67 -1.27 0.72 -1.308
N 13.083121 16.158198 14.098004 0.64 -0.34 0.74 0.082
H 12.767484 17.124656 18.394641 0.06 -0.43 0.29 0.306
H 12.660597 15.728622 19.580558 -0.24 0.34 -0.72 0.254
H 11.568542 15.864292 18.131781 -0.59 -0.04 0.18 0.131
H 13.696497 16.867664 16.578705 0.15 0.63 -0.22 0.665
H 14.815708 15.500519 16.298653 -0.10 0.23 -0.09 -0.014
H 11.832435 15.498363 15.619635 1.07 -0.49 -0.13 -0.689
H 13.051445 13.258013 15.823833 -0.08 0.02 -0.15 0.167
H 14.157267 13.855863 14.646555 1.75 -0.45 -0.83 0.341
H 12.455773 13.615985 14.176988 0.29 -0.12 0.04 0.139
H 13.783080 15.715941 13.510659 0.09 -0.27 -0.16 -0.346
H 13.577813 16.982431 14.393964 -0.04 0.82 -0.02 0.207
C 8.866206 12.518994 15.152554 -1.29 2.23 -0.46 1.524
O 7.831203 12.192505 16.035788 0.06 -0.21 1.87 -0.449
C 8.427061 12.057932 17.379349 -0.77 -0.17 -1.86 0.130
C 7.379976 11.534495 18.317793 -0.38 -0.16 1.69 0.197
C 6.344100 12.550405 18.843552 1.59 0.52 -0.41 -1.390
N 7.960523 10.863097 19.479300 1.16 -1.34 -0.53 -0.714
H 9.156648 13.580994 15.434756 0.30 -1.05 -0.89 -0.293
H 8.434818 12.478110 14.114292 0.68 0.05 0.91 0.114
H 9.675374 11.846936 15.306202 1.01 -0.59 -0.32 -0.983
H 9.190502 11.284833 17.234064 0.21 0.14 0.41 -0.023
H 8.900792 13.005108 17.710427 -0.19 -0.30 -0.14 0.151
H 6.812731 10.752132 17.843606 -0.20 -0.17 -0.79 0.256
H 5.928050 12.952946 17.933893 -0.84 0.30 -0.05 0.329
H 6.827075 13.419854 19.376373 -0.33 -0.94 -0.31 0.319
H 5.638342 12.043545 19.496571 -0.15 0.17 -0.16 0.405
H 8.803614 10.282718 19.243503 -1.19 0.77 0.22 0.228
H 8.245895 11.521501 20.162288 0.38 0.70 0.76 0.282
C 20.153982 14.279989 16.168616 -1.40 -1.55 -1.18 -0.599
O 20.185017 14.556454 14.759143 -1.87 -0.68 -0.29 -0.402
C 18.892487 14.135096 14.185467 0.56 -0.02 1.01 -1.062
C 17.906255 15.282913 14.049567 0.52 0.99 -1.95 1.518
C 17.852900 16.274279 15.181615 0.36 0.47 0.36 -1.754
N 16.678487 14.615457 13.661643 -1.23 0.82 1.65 -0.199
H 19.173018 14.600863 16.605633 1.14 -0.22 -0.06 0.245
H 20.997789 14.730013 16.598846 0.96 0.91 0.72 0.262
H 20.276340 13.173146 16.280458 -0.28 0.68 0.24 0.283
H 19.015418 13.704023 13.174540 0.46 0.09 0.54 0.359
H 18.363690 13.365410 14.834468 0.93 0.64 -0.59 0.420
H 18.251098 15.960876 13.223654 0.08 -0.70 0.06 -0.193
H 18.826420 16.870460 15.172416 -1.16 -1.09 0.51 0.341
H 17.581070 15.802491 16.132697 0.36 0.27 0.06 0.348
H 17.082980 17.013849 14.981947 -0.27 0.10 -0.14 0.416
H 16.849782 13.919204 12.998623 0.56 -1.40 -1.06 0.249
H 15.948821 15.155760 13.216548 0.32 0.70 0.06 -0.265
C 12.167841 11.366281 17.879779 -1.39 1.96 0.55 -0.316
O 12.869540 10.590554 17.030745 2.35 -0.66 -1.09 -0.354
C 12.162370 9.814029 16.151030 -2.00 -1.51 -1.21 -0.171
C 12.962943 9.363721 14.935104 1.33 -1.53 1.42 0.543
C 12.222424 8.540346 13.888346 -0.36 0.39 1.53 -1.209
N 14.011504 8.429395 15.535872 0.32 2.71 1.14 -0.739
H 12.871406 11.903419 18.531343 -0.23 0.02 -0.35 0.289
H 11.491774 10.813345 18.529620 -0.26 -0.35 0.15 0.267
H 11.540573 12.087307 17.276981 0.43 -0.26 0.77 -0.021
H 11.786627 8.912600 16.653784 0.11 -0.14 0.11 0.335
H 11.244146 10.270025 15.743741 0.11 0.68 0.27 -0.208
H 13.351497 10.287156 14.490412 0.37 -0.18 -0.21 0.102
H 11.638309 7.706156 14.310753 0.48 0.22 -0.01 0.318
H 12.973750 8.192160 13.213447 0.19 -0.39 -0.70 0.416
H 11.537993 9.196164 13.412014 -0.71 0.47 -0.92 0.168
H 14.629816 7.999792 14.864754 0.09 0.23 -0.37 0.256
H 14.596603 9.077015 16.158559 -0.82 -1.58 -1.09 0.261
C 17.190058 18.131267 8.042502 0.18 -1.76 1.78 -0.651
O 16.950245 18.552865 9.382547 -0.42 -0.43 0.80 -0.388
C 16.728182 17.455831 10.279007 0.92 0.16 -0.03 -0.573
C 15.256343 17.201175 10.496404 0.61 0.88 0.65 0.416
C 14.750439 18.284151 11.434556 -1.99 -0.27 -0.99 -0.690
N 15.144635 15.808900 11.000566 -0.34 1.45 -0.20 -0.051
H 16.330457 17.633151 7.547166 0.32 0.07 0.42 0.239
H 18.078999 17.448787 8.118422 -0.67 0.52 -0.80 0.295
H 17.383706 19.032677 7.568487 0.68 1.42 -1.38 0.286
H 17.105297 16.563789 9.794199 0.60 -0.39 -0.07 0.496
H 17.302718 17.576864 11.268515 -0.86 0.13 -1.43 0.013
H 14.767102 17.378687 9.528498 -0.08 -0.38 0.00 0.175
H 15.336212 18.363133 12.332054 0.20 0.06 0.47 0.343
H 13.694039 18.020634 11.652735 0.52 0.25 0.35 -0.347
H 14.686569 19.250297 10.885668 0.39 -0.54 0.48 0.418
H 14.168913 15.545932 10.917940 -0.36 -0.22 0.09 -0.234
H 15.620351 15.336772 10.256157 0.23 -1.09 -0.12 0.323
C 11.752745 19.231448 13.011048 0.43 0.26 1.40 -0.867
O 10.986341 20.112303 13.811992 0.38 0.69 0.09 -0.293
C 10.873192 21.442542 13.295047 0.03 -0.34 1.54 -0.764
C 10.082536 22.275243 14.308943 -0.77 0.43 0.54 0.629
C 8.724735 21.672583 14.726200 0.62 0.37 -1.04 -1.357
N 9.994094 23.723294 13.962556 -0.22 -0.70 -0.34 -0.687
H 12.770508 19.624637 12.863192 -0.15 -0.23 0.21 0.603
H 11.328514 19.068118 12.048586 -0.62 -0.06 -1.05 0.482
H 11.737428 18.282175 13.564100 0.40 0.24 -0.35 -0.066
H 11.818214 21.986659 13.186742 0.40 -0.53 -0.17 0.306
H 10.416451 21.332829 12.342439 -0.73 0.46 -1.13 0.368
H 10.622285 22.298808 15.263796 0.43 -0.23 -0.32 0.169
H 8.246771 22.362882 15.393354 -0.37 0.32 0.32 0.435
H 8.858517 20.727422 15.217609 0.24 -0.43 0.31 0.232
H 8.088436 21.470578 13.871068 -0.26 0.17 -0.26 0.310
H 9.430829 23.952991 13.122017 0.80 -0.44 0.69 0.240
H 10.953647 24.062804 13.886280 -0.54 0.22 -0.32 0.257
C 7.415516 15.608806 16.260362 0.88 -0.79 0.17 -0.723
O 8.555797 15.897132 15.462016 0.39 -0.12 0.38 0.021
C 8.456972 17.165087 14.858323 2.67 1.82 1.06 -1.234
C 8.878987 17.137319 13.399426 -0.25 -0.35 -0.75 2.277
C 8.433159 18.457573 12.628404 0.97 -1.04 1.71 -1.269
N 8.218762 15.939096 12.789327 -0.48 -0.78 1.19 -0.601
H 7.695576 14.840552 17.006661 -0.22 0.20 -0.61 -0.198
H 6.595662 15.275198 15.626976 -0.21 -0.15 0.07 0.328
H 7.137507 16.481219 16.809211 -0.42 0.70 0.46 0.611
H 7.459188 17.475288 14.973679 -1.52 0.73 -0.30 0.757
H 9.109900 17.973977 15.430901 -1.07 -1.54 -0.83 -0.048
H 9.976791 17.021130 13.299725 -0.53 -0.06 0.16 -1.260
H 9.077942 19.298846 12.932460 -0.27 -0.42 -0.11 -0.051
H 7.424097 18.699282 12.940191 -0.39 0.06 -0.23 0.555
H 8.509670 18.306338 11.566999 -0.10 -0.11 -0.46 0.363
H 7.236380 16.276943 12.714435 0.62 -1.03 0.00 0.378
H 8.251038 15.078306 13.506274 -0.22 2.78 -1.96 0.100

=====

Record 2
62
Properties=species:S:1:pos:R:3:forces:R:3:nbo_charge:R:1 method="wB97M-V/def2-TZVPD" multiplicity=1 homo_energy_ev=-10.5538 lumo_energy_ev=-5.9 fmax_ha_per_bohr=0.047 gap_ev=4.66 charge=+1
F 1.434075 -5.060733 3.134179 -0.02 0.41 -1.96 -0.287
C 1.367628 -4.607427 1.844508 -0.08 0.07 1.63 0.517
C 2.522429 -4.089291 1.261668 0.11 0.08 -0.32 -0.301
C 2.389128 -3.393710 0.074718 -0.04 0.40 0.15 -0.059
C 1.127087 -3.260706 -0.581449 0.07 0.00 0.12 -0.196
C 1.021075 -2.383413 -1.699103 0.08 -1.72 -0.05 0.202
C 0.051023 -2.527888 -2.754553 -0.88 0.43 -0.47 -0.196
C 0.478302 -2.551187 -4.116550 0.08 0.26 0.54 -0.104
C -0.426280 -2.698703 -5.158746 0.04 0.02 0.48 -0.281
C -1.775795 -2.818853 -4.837083 -0.86 0.27 -0.88 0.469
F -2.686900 -2.807523 -5.860627 1.12 -0.29 1.26 -0.299
C -2.249891 -2.856223 -3.528104 0.25 0.27 0.19 -0.275
C -1.339468 -2.646026 -2.499998 0.16 -0.51 0.06 -0.117
C 0.051818 -4.051774 -0.062244 -0.08 0.17 0.16 -0.060
C 0.129274 -4.613037 1.205808 -0.08 0.14 -0.60 -0.292
H 3.481061 -4.172250 1.766222 -0.21 -0.05 -0.08 0.266
H 3.262118 -2.939337 -0.397841 -0.21 0.04 0.33 0.241
H 1.842241 -1.688959 -1.856797 0.18 -0.21 -0.12 0.241
H 1.545520 -2.484966 -4.321186 -0.23 0.10 -0.09 0.234
H -0.105012 -2.683933 -6.194883 -0.07 -0.05 0.15 0.263
H -3.307656 -2.992956 -3.314693 0.21 0.21 -0.18 0.261
H -1.688845 -2.547108 -1.469451 -0.03 0.04 -0.46 0.233
H -0.848581 -4.178695 -0.658918 0.12 0.14 0.39 0.238
H -0.750170 -5.020905 1.700182 0.31 -0.15 -0.18 0.267
C -1.882625 2.191007 -4.604492 -0.04 0.04 0.16 -0.220
C -1.200448 1.016128 -4.240389 -0.25 0.42 -0.02 -0.210
C -0.760072 0.856340 -2.928610 -0.04 0.22 0.16 -0.197
C -1.057701 1.850765 -1.997598 -0.23 0.28 -1.20 0.120
N -0.563883 1.792948 -0.700993 0.37 -0.02 2.40 -0.246
C 0.209921 0.873872 -0.109109 0.63 0.05 -0.42 0.118
N 0.381234 1.385977 1.157146 -1.60 1.01 -0.50 -0.423
C 1.375038 0.941586 2.055068 0.64 -0.10 -0.04 0.122
C 1.884434 -0.319577 1.795202 0.24 -0.41 0.45 -0.184
C 2.900617 -0.831550 2.596749 -0.15 0.48 0.04 -0.222
C 3.429006 -0.045138 3.626008 0.06 0.12 0.07 -0.213
C 2.975310 1.263889 3.826012 -0.42 -0.20 -0.44 -0.188
C 1.937745 1.770299 3.025526 0.34 -0.12 0.22 -0.219
C -0.446533 2.521307 1.308057 0.50 -0.84 -1.69 0.353
C -0.827902 3.168721 2.554144 -0.66 0.80 0.69 -0.052
C -1.259727 4.515475 2.489013 0.18 -0.45 0.32 -0.193
C -1.763098 5.133642 3.630697 -0.03 -0.35 0.41 -0.196
C -1.844992 4.412902 4.836171 0.10 -0.07 -0.16 -0.188
C -1.435649 3.071371 4.903699 -0.05 0.30 -0.26 -0.212
C -0.941311 2.442368 3.762921 -0.05 0.45 -0.49 -0.207
N -0.970181 2.806997 0.139491 0.06 -0.29 1.57 -0.278
C -1.770782 3.001042 -2.323494 0.04 -0.04 -0.95 -0.212
C -2.145902 3.193283 -3.654585 0.16 -0.73 0.11 -0.186
H -2.220581 2.325402 -5.634425 0.18 -0.05 0.32 0.223
H -1.011063 0.245043 -4.994252 -0.01 0.32 0.31 0.209
H -0.165381 0.013733 -2.576971 -0.25 0.25 -0.33 0.204
H 1.451592 -0.833016 0.939958 0.21 -0.16 0.34 0.217
H 3.284478 -1.827469 2.401883 0.02 0.17 0.15 0.202
H 4.215597 -0.442724 4.266414 -0.16 0.10 -0.19 0.224
H 3.421748 1.903874 4.590025 -0.14 -0.28 -0.24 0.231
H 1.585524 2.796624 3.157306 0.22 -0.46 -0.04 0.239
H -1.202048 5.058741 1.543562 0.02 -0.24 0.30 0.234
H -2.111300 6.170803 3.595353 0.19 -0.43 -0.01 0.227
H -2.238160 4.898227 5.733521 0.14 -0.15 -0.34 0.226
H -1.511483 2.506531 5.837127 -0.01 0.28 -0.33 0.227
H -0.649036 1.391325 3.795610 -0.10 0.34 0.02 0.224
H -1.956550 3.734885 -1.547558 -0.04 -0.10 -0.37 0.255
H -2.640017 4.119971 -3.929247 -0.01 -0.21 -0.09 0.226